Record 1
15
Properties=species:S:1:pos:R:3 method="wB97M-V/def2-TZVPD" e_tot_ev=-5328.0167 total_charge=+1 lumo_energy_ev=-4.94 de_lowest_kcal_mol=9.6
O -0.75713 2.71211 0.37153
H -0.39857 3.13223 -0.41989
H -0.95876 3.31184 1.10544
H -0.80050 1.72268 0.42482
C -0.65881 -0.33514 -0.76716
C 0.73947 -0.85968 -0.49678
C 0.81172 -1.87495 0.64430
H -1.46943 -1.05960 -0.77450
H -0.64739 0.40905 -1.56530
H -0.96237 0.26702 0.13469
H 1.31446 0.02180 -0.17189
H 1.27819 -1.14224 -1.39704
H 1.79124 -2.34452 0.68569
H 0.70950 -1.35214 1.60130
H 0.00837 -2.60846 0.62480

Record 2
17
Properties=species:S:1:pos:R:3 method="wB97M-V/def2-TZVPD" e_tot_ev=-18219.7986 total_charge=-1 lumo_energy_ev=2.71 de_lowest_kcal_mol=34.9
C 0.40467 -2.26757 -0.77026
C 0.04425 -0.76232 -0.79033
C 0.80436 0.00277 0.27898
S 2.56971 0.33194 -0.24493
H -0.06954 -2.61140 0.17565
H 0.22453 -2.80437 -1.73621
H 1.55831 -2.36753 -0.58809
H -1.03487 -0.60466 -0.79238
H 0.44091 -0.12345 -1.64594
H 0.52793 0.99758 0.37407
H 0.74770 -0.46473 1.31847
H -6.21235 -0.08437 0.80678
H -5.70708 1.17837 0.48705
O -6.23399 0.78394 1.12124
H 3.31506 2.55924 0.75882
H 4.56541 3.14575 0.18098
O 4.05498 3.09081 1.06611

Record 3
17
Properties=species:S:1:pos:R:3 method="wB97M-V/def2-TZVPD" e_tot_ev=-18217.4277 total_charge=-1 lumo_energy_ev=2.60 de_lowest_kcal_mol=89.6
C -1.07181 0.19025 -1.74273
C -0.54186 -0.34250 -0.41882
C -1.06293 0.54492 0.70655
S -0.75798 2.32433 0.75876
H -0.75920 1.25055 -1.72813
H -2.14315 -0.02469 -1.93343
H -0.49275 -0.20017 -2.57839
H -0.88309 -1.36383 -0.24032
H 0.52722 -0.55039 -0.41561
H -0.68866 0.05394 1.61055
H -2.15692 0.48920 0.72547
H 0.98353 1.95907 -0.10532
H 1.66032 -2.81171 1.13926
O 1.77942 -2.07914 0.52725
H 1.47043 0.98207 1.19713
H 2.00757 -0.72248 1.16256
O 2.12985 0.30058 1.33522